The following is a quantum chemistry calculation of 2 unconnected molecules or ions with the total composition C3H10S3 at a distorted geometry, from the Open Molecules 2025 dataset.

Cartesian coordinates (Å):
C (1.64562, -2.37907, -1.83640)
S (0.25845, -1.83924, -0.58864)
S (-0.70339, -0.28077, -1.54742)
H (1.60289, -1.69478, -2.71964)
H (2.57385, -2.15036, -1.36657)
H (1.59248, -3.51742, -1.95204)
H (-1.75102, -0.25150, -0.51391)
C (-0.93860, 0.61451, 2.03801)
S (0.40087, 1.63109, 1.79804)
C (-0.35093, 2.65628, 0.49889)
H (-0.84319, -0.49715, 1.99234)
H (-1.38653, 1.01039, 3.17506)
H (-1.86491, 1.08236, 1.66355)
H (-0.02415, 3.63536, 0.85832)
H (-1.44380, 2.60144, 0.40973)
H (0.11292, 2.25396, -0.34159)

Cartesian forces, eV/Å:
-1.608 -0.139 0.702
2.878 -3.707 1.283
-3.367 3.141 -0.641
-0.389 -1.011 0.236
0.680 0.102 0.525
-0.172 1.885 -0.427
1.909 -0.318 -1.746
-4.027 0.016 4.796
1.213 0.893 -0.495
0.345 0.686 1.742
-0.155 1.100 -0.133
1.426 -2.053 -2.019
0.578 -0.991 -1.144
-0.179 0.278 -0.994
0.443 -0.090 0.288
0.424 0.207 -1.973

The frontier orbital gap (alpha / beta) is 0.0997 / 0.2355 Ha. As for the highest occupied orbital energy (alpha / beta): 0.4677 / -3.2726 eV. As for the energy above the lowest of the compared OMol25 structures with the same formula, charge and spin: 70.0 kcal/mol. Its spin multiplicity is 2. The largest force on an atom comes out at 6.3 eV Å⁻¹. As for the net charge: -1.

Electronic structure analysis, natural (NBO) charges in units of e: number 1, C, carries -0.722; number 2, S, carries -0.329; number 3, S, carries -0.648; number 4, H, carries 0.202; number 5, H, carries 0.199; number 6, H, carries 0.215; number 7, H, carries 0.130; number 8, C, carries -0.814; number 9, S, carries 0.179; number 10, C, carries -0.736; number 11, H, carries 0.250; number 12, H, carries 0.179; number 13, H, carries 0.235; number 14, H, carries 0.203; number 15, H, carries 0.212; number 16, H, carries 0.246

The following is a quantum chemistry calculation of 2 unconnected molecules or ions with the total composition C3H10S3 at a distorted geometry, from the Open Molecules 2025 dataset.

Cartesian coordinates (Å):
C (1.87581, -0.22290, -0.85517)
S (0.63703, 0.60317, -1.87964)
C (0.14105, 1.96289, -0.70925)
H (2.82180, 0.30276, -0.74656)
H (1.45790, -0.30693, 0.15317)
H (2.02160, -1.23281, -1.23714)
H (-0.91047, 2.13943, -0.92423)
H (0.72881, 2.79466, -1.06905)
H (0.27502, 1.53958, 0.27219)
C (-1.49495, -1.78577, 0.26988)
S (-2.07907, -0.28157, 1.10551)
S (-0.64684, -0.29076, 2.64439)
H (-2.09692, -1.78423, -0.64380)
H (-0.41678, -1.79354, 0.20856)
H (-1.88843, -2.67576, 0.77004)
H (-0.42557, 1.03179, 2.64110)

Cartesian forces, eV/Å:
-0.382 -0.016 0.566
-0.134 0.091 0.304
-0.048 -1.125 -1.936
0.067 0.059 -0.356
0.035 -0.160 -0.056
0.137 0.119 -0.089
-0.010 0.082 0.237
0.173 0.439 0.907
0.176 0.528 0.422
-1.516 -0.116 0.308
0.515 -0.275 0.402
-0.381 0.101 -0.041
0.816 0.149 -0.421
0.056 -0.003 -0.543
0.421 0.137 0.381
0.075 -0.011 -0.086

The frontier orbital gap is 0.3226 Ha. As for the highest occupied orbital energy: -8.3955 eV. Its SMILES is CSC.CSS. As for the energy above the lowest of the compared OMol25 structures with the same formula, charge and spin: 12.0 kcal/mol. Its spin multiplicity is 1. The largest force on an atom comes out at 2.2 eV Å⁻¹.

Electronic structure analysis, natural (NBO) charges in units of e: number 1, C, carries -0.750; number 2, S, carries 0.141; number 3, C, carries -0.714; number 4, H, carries 0.213; number 5, H, carries 0.211; number 6, H, carries 0.229; number 7, H, carries 0.227; number 8, H, carries 0.221; number 9, H, carries 0.218; number 10, C, carries -0.739; number 11, S, carries 0.086; number 12, S, carries -0.160; number 13, H, carries 0.236; number 14, H, carries 0.231; number 15, H, carries 0.215; number 16, H, carries 0.135

The following is a quantum chemistry calculation of a single C3H10Si2 molecule at a distorted geometry, from the Open Molecules 2025 dataset.

Cartesian coordinates (Å):
C (0.38226, 2.24739, -0.18642)
C (0.98795, 0.91963, -0.24075)
C (0.13624, -0.64109, -0.08646)
Si (1.03425, -2.17013, 0.44585)
Si (-1.83839, -0.34325, -0.05003)
H (0.34765, 2.81919, -1.08956)
H (-0.51780, 2.19471, 0.44210)
H (1.17231, 2.96179, 0.34669)
H (1.97949, 0.78165, -0.75574)
H (0.22322, -2.50964, 1.76262)
H (2.47395, -1.94441, 0.66909)
H (1.05716, -3.32069, -0.47777)
H (-2.13347, -0.22752, -1.43772)
H (-2.26488, -1.43916, 0.79882)
H (-1.99015, 1.00381, 0.54612)

Cartesian forces, eV/Å:
1.779 1.229 2.587
-1.533 -6.692 -1.186
1.177 6.554 -0.551
-0.647 0.249 1.010
3.695 0.267 0.925
-0.779 -0.140 -1.038
0.206 0.653 -0.646
-1.460 -1.482 -0.423
-0.865 0.164 1.081
0.986 -0.030 -1.124
0.035 0.175 0.275
-0.413 -0.070 -0.104
-0.837 -0.275 -0.947
-0.836 -0.306 0.000
-0.507 -0.296 0.141

The frontier orbital gap (alpha / beta) is 0.2957 / 0.3167 Ha. As for the highest occupied orbital energy (alpha / beta): -8.1679 / -8.3177 eV. Its SMILES is CC=C([SiH3])[SiH3]. As for the energy above the lowest of the compared OMol25 structures with the same formula, charge and spin: 82.8 kcal/mol. Its spin multiplicity is 1. The largest force on an atom comes out at 7.0 eV Å⁻¹.

Electronic structure analysis, natural (NBO) charges in units of e: number 1, C, carries -0.725; number 2, C, carries -0.055; number 3, C, carries -0.914; number 4, Si, carries 0.886; number 5, Si, carries 0.869; number 6, H, carries 0.242; number 7, H, carries 0.236; number 8, H, carries 0.230; number 9, H, carries 0.188; number 10, H, carries -0.155; number 11, H, carries -0.163; number 12, H, carries -0.167; number 13, H, carries -0.154; number 14, H, carries -0.148; number 15, H, carries -0.170

The following is a quantum chemistry calculation of a single C3H11BrSi3 molecule at a distorted geometry, from the Open Molecules 2025 dataset.

Cartesian coordinates (Å):
Si (2.47506, 0.70951, -2.34914)
Si (1.05290, -0.87486, -1.93746)
C (-0.17495, -0.17147, -0.40612)
C (-0.70938, -1.18302, 0.59502)
C (-1.79569, -0.52863, 1.49002)
Si (-1.27949, 1.10955, 2.30820)
Br (-2.97053, 1.57923, 3.61949)
H (3.64554, 0.70467, -3.25835)
H (3.02547, 1.28582, -1.09311)
H (-0.14623, -1.37558, -2.90247)
H (-0.91730, 0.39387, -0.81159)
H (0.34572, 0.58347, 0.18316)
H (0.16281, -1.52919, 1.26986)
H (-1.22244, -1.99990, 0.15841)
H (-2.75752, -0.42761, 0.94879)
H (-2.01946, -1.15148, 2.45549)
H (-0.09062, 0.91648, 3.35587)
H (-1.14656, 2.07897, 1.32649)

Cartesian forces, eV/Å:
0.492 0.264 0.035
-3.280 0.338 0.830
3.350 -1.735 0.323
0.824 0.596 1.854
0.171 -0.440 2.005
0.583 -2.501 1.698
-0.591 0.403 0.405
-0.203 -0.181 -0.208
-0.182 -0.083 0.047
1.707 0.361 0.666
-2.422 1.231 -1.687
0.671 -0.009 -0.060
-1.404 0.194 -1.135
0.083 -1.196 -0.704
0.486 0.129 0.286
0.288 0.653 -1.841
-1.015 0.284 -1.459
0.445 1.694 -1.053

The frontier orbital gap is 0.2673 Ha. As for the highest occupied orbital energy: -8.3201 eV. Its SMILES is [SiH2]=[SiH]CCC[SiH2]Br. As for the energy above the lowest of the compared OMol25 structures with the same formula, charge and spin: 48.3 kcal/mol. Its spin multiplicity is 1. The largest force on an atom comes out at 3.8 eV Å⁻¹.

Electronic structure analysis, natural (NBO) charges in units of e: number 1, Si, carries 0.317; number 2, Si, carries 0.415; number 3, C, carries -0.737; number 4, C, carries -0.413; number 5, C, carries -0.854; number 6, Si, carries 1.017; number 7, Br, carries -0.322; number 8, H, carries -0.136; number 9, H, carries -0.142; number 10, H, carries -0.112; number 11, H, carries 0.208; number 12, H, carries 0.203; number 13, H, carries 0.202; number 14, H, carries 0.205; number 15, H, carries 0.240; number 16, H, carries 0.239; number 17, H, carries -0.141; number 18, H, carries -0.190

The following is a quantum chemistry calculation of a molecular structure, C3H11ClInNO at a distorted geometry, from the Open Molecules 2025 dataset.

Cartesian coordinates (Å):
Cl (5.15127, 0.41238, -2.82864)
In (2.67687, 0.49545, -2.83953)
H (2.03963, -1.08002, -2.27523)
H (2.12403, 0.81055, -4.51183)
H (2.19488, 1.87686, -1.80492)
C (0.35241, 0.84052, 1.31687)
C (-0.72568, 0.33480, 0.41961)
O (-0.67233, 0.27545, -0.76364)
N (-2.01956, -0.10429, 0.99565)
C (-2.00836, -1.56554, 1.34998)
H (1.28717, 0.34651, 1.05601)
H (0.45556, 1.91567, 1.17103)
H (0.12426, 0.64010, 2.36694)
H (-2.25763, 0.45628, 1.81800)
H (-2.68891, 0.04082, 0.23316)
H (-2.96586, -1.80949, 1.80227)
H (-1.20359, -1.74971, 2.05699)
H (-1.86416, -2.13636, 0.43730)

Cartesian forces, eV/Å:
-0.278 -0.025 0.078
-0.325 0.120 -0.373
0.130 0.177 0.145
0.199 -0.087 0.330
0.069 -0.207 0.127
-0.444 -0.447 0.751
1.747 0.747 -1.771
-0.289 -0.148 0.291
-0.760 -0.401 0.609
-0.109 -0.082 0.167
0.030 0.132 -0.215
0.084 -0.018 -0.148
0.084 0.084 0.005
-0.179 -0.034 -0.146
-0.099 0.139 0.225
0.025 -0.027 -0.011
0.022 0.014 -0.051
0.094 0.063 -0.012

The frontier orbital gap is 0.1989 Ha. As for the highest occupied orbital energy: -7.1215 eV. Its spin multiplicity is 1. The largest force on an atom comes out at 2.6 eV Å⁻¹.

Electronic structure analysis, Mulliken charges in units of e: number 1, Cl, carries -0.609; number 2, In, carries 0.521; number 3, H, carries -0.300; number 4, H, carries -0.284; number 5, H, carries -0.303; number 6, C, carries -0.808; number 7, C, carries 0.278; number 8, O, carries -0.384; number 9, N, carries -0.117; number 10, C, carries -0.818; number 11, H, carries 0.300; number 12, H, carries 0.313; number 13, H, carries 0.376; number 14, H, carries 0.393; number 15, H, carries 0.392; number 16, H, carries 0.355; number 17, H, carries 0.347; number 18, H, carries 0.348